1.
{"formula": "C22H54O13S7", "method": "ωB97M-V/def2-TZVPD", "de_lowest_kcal_mol": 131.1, "spin_multiplicity": 1, "energy_ev": -126143.427, "total_charge": 0, "species": ["H", "H", "C", "C", "H", "H", "H", "H", "C", "H", "H", "H", "S", "C", "H", "S", "S", "H", "H", "O", "H", "H", "H", "S", "H", "O", "H", "H", "H", "C", "H", "O", "O", "H", "H", "C", "S", "H", "H", "S", "H", "O", "C", "C", "H", "H", "H", "H", "H", "C", "H", "H", "H", "C", "H", "O", "O", "H", "H", "C", "O", "C", "H", "C", "H", "H", "C", "H", "H", "C", "H", "C", "O", "H", "S", "H", "O", "C", "H", "C", "C", "O", "H", "H", "H", "C", "O", "O", "H", "H", "H", "C", "C", "H", "H", "H"], "coordinates": [[-6.010, -17.975, 17.919], [3.173, -8.563, 22.649], [-1.212, -15.734, 27.229], [3.220, -11.070, 25.446], [2.654, -10.116, 22.226], [-8.118, -11.758, 21.311], [4.428, -12.178, 16.722], [-2.697, -17.075, 24.316], [-0.188, -23.292, 13.412], [2.155, -22.114, 11.911], [1.585, -20.687, 24.282], [-1.032, -16.848, 20.412], [-5.526, -18.676, 15.528], [-6.532, -18.409, 17.066], [1.483, -17.170, 12.681], [0.940, -20.657, 21.989], [6.068, -10.547, 17.617], [5.616, -12.771, 17.853], [-1.614, -20.728, 22.181], [-1.044, -14.845, 20.182], [-9.756, -14.835, 22.500], [-3.958, -19.327, 17.196], [4.421, -9.037, 18.457], [-7.514, -14.086, 21.697], [-1.029, -22.970, 14.027], [0.873, -19.129, 22.212], [-4.526, -20.725, 16.209], [-1.998, -17.997, 11.370], [-7.847, -12.771, 19.904], [-1.413, -16.129, 19.687], [-0.901, -14.694, 27.323], [-6.801, -14.987, 20.654], [-0.406, -16.548, 28.016], [-0.906, -22.325, 22.246], [-9.784, -13.160, 21.814], [3.194, -9.590, 23.014], [1.355, -22.682, 14.205], [-3.149, -15.713, 25.323], [-0.209, -24.365, 13.219], [2.292, -9.886, 24.580], [1.392, -22.251, 23.750], [0.000, -17.739, 9.249], [-9.396, -14.173, 21.712], [-1.268, -16.451, 26.006], [-3.401, -17.168, 25.939], [4.152, -12.025, 18.469], [4.110, -9.420, 16.801], [-1.106, -17.003, 12.547], [-0.656, -18.345, 17.904], [1.391, -17.801, 11.797], [3.501, -22.294, 12.900], [2.676, -23.682, 12.319], [-9.533, -14.495, 20.680], [4.890, -9.064, 17.474], [-0.738, -21.055, 23.553], [6.607, -10.733, 16.180], [-0.685, -17.730, 26.274], [3.087, -12.061, 25.012], [-0.551, -15.930, 25.372], [-0.781, -16.183, 18.299], [0.473, -18.696, 27.958], [-7.453, -12.508, 20.885], [2.328, -17.814, 11.240], [-1.453, -17.064, 11.516], [2.967, -21.393, 23.316], [-7.471, -17.871, 16.939], [2.500, -22.702, 12.762], [-0.375, -22.814, 12.451], [-2.472, -16.378, 19.751], [-0.106, -17.723, 27.449], [-2.142, -15.762, 27.797], [1.888, -21.327, 23.454], [1.055, -21.175, 14.488], [1.057, -18.812, 12.031], [0.168, -16.965, 10.577], [0.467, -17.310, 16.950], [0.514, -13.308, 19.623], [4.902, -11.966, 17.680], [4.154, -10.099, 23.100], [0.031, -17.499, 17.931], [-0.724, -21.278, 22.487], [0.259, -15.200, 18.386], [4.299, -10.968, 25.334], [5.304, -8.102, 17.171], [-6.933, -19.371, 17.385], [-4.176, -19.692, 16.192], [2.348, -8.486, 25.253], [-5.028, -17.298, 15.087], [-2.140, -16.264, 11.244], [0.811, -17.669, 18.673], [-6.435, -12.215, 20.625], [-0.065, -14.330, 19.444], [-2.641, -16.678, 25.330], [3.107, -10.981, 26.526], [-3.258, -19.513, 15.634], [-1.560, -15.947, 17.574]], "lowdin_charge": [0.052, 0.059, -0.148, -0.318, 0.036, 0.054, 0.057, 0.083, -0.265, 0.049, 0.050, 0.127, 0.825, -0.256, 0.041, 0.835, 0.843, 0.036, 0.050, 0.079, 0.044, 0.039, 0.028, 0.822, 0.045, -0.607, 0.049, 0.049, 0.051, -0.096, 0.151, -0.588, 0.080, 0.049, 0.039, -0.239, 0.852, 0.081, 0.049, 0.831, 0.040, -0.604, -0.230, -0.318, 0.087, 0.049, 0.041, 0.031, 0.071, -0.224, 0.050, 0.047, 0.047, -0.233, 0.041, -0.604, 0.108, 0.059, 0.164, -0.289, 0.107, -0.299, 0.036, -0.246, 0.050, 0.049, -0.273, 0.051, 0.133, -0.541, 0.142, -0.237, -0.603, 0.037, 0.835, 0.078, 0.154, -0.267, 0.041, 0.001, -0.268, 0.044, 0.052, 0.049, 0.040, -0.267, -0.586, -0.585, 0.043, 0.085, 0.060, -0.536, 0.003, 0.065, 0.053, 0.148]}

2.
{"formula": "C22H56BaF6HgN4O18S3Zn", "method": "ωB97M-V/def2-TZVPD", "spin_multiplicity": 1, "energy_ev": -168622.120, "total_charge": 2, "species": ["H", "Hg", "F", "H", "H", "O", "H", "O", "H", "H", "H", "H", "F", "C", "O", "O", "H", "H", "S", "H", "O", "S", "H", "H", "H", "C", "H", "H", "H", "H", "C", "H", "O", "H", "C", "H", "O", "H", "C", "C", "H", "C", "H", "H", "H", "H", "H", "C", "C", "C", "C", "O", "C", "H", "H", "C", "N", "Zn", "C", "H", "N", "O", "O", "O", "H", "H", "O", "C", "N", "Ba", "S", "C", "C", "O", "H", "H", "F", "C", "C", "H", "C", "O", "H", "O", "H", "F", "O", "H", "H", "H", "H", "C", "H", "H", "H", "F", "O", "C", "H", "H", "N", "H", "H", "H", "H", "H", "H", "F", "H", "H", "O", "H"], "coordinates": [[-7.173, -1.832, -0.783], [-0.229, 0.703, 4.791], [1.469, 5.429, -2.149], [0.734, -1.384, 6.552], [4.264, 1.190, -3.193], [2.007, 5.518, 0.607], [3.971, -1.721, -0.864], [3.611, 2.925, 5.456], [-4.057, -0.390, 0.529], [2.689, -4.807, -3.628], [-0.577, -3.126, -4.985], [0.612, -4.550, 4.950], [1.621, 3.341, -1.780], [3.191, -0.660, -2.422], [3.240, -2.957, -3.080], [3.840, 1.209, 3.727], [-7.175, -1.465, 3.251], [4.243, -1.493, -4.198], [3.070, 4.808, -0.139], [-3.068, -4.698, -7.189], [-1.515, 5.200, 1.669], [0.733, 1.495, 1.428], [-8.060, -0.487, -0.426], [-1.469, -3.951, -1.689], [-1.241, 6.208, -1.540], [-5.821, -2.208, 1.131], [6.769, 1.039, -0.202], [7.275, 1.735, 2.042], [2.181, -0.821, -2.049], [0.975, -2.431, 3.784], [-6.934, -1.170, 1.106], [3.786, -4.096, -4.808], [-1.349, -1.138, 4.084], [-1.255, -3.185, 4.140], [-1.077, -3.375, -2.528], [2.523, 0.982, -3.593], [2.145, 1.162, 1.264], [-3.200, -1.988, 0.767], [-0.956, -2.330, 4.751], [-2.552, -3.065, -5.860], [2.547, -1.431, -4.293], [2.321, 4.477, -1.851], [-5.133, -2.092, 1.975], [4.664, 0.273, 0.009], [-6.291, -3.188, 1.252], [2.023, -1.202, 5.659], [-1.683, -1.462, -6.784], [-2.665, -1.177, 3.520], [1.045, -3.697, 5.476], [-0.195, 0.670, -0.016], [2.974, -3.870, -4.114], [-2.211, 7.317, -0.023], [-1.585, -2.769, -4.721], [-2.793, -2.080, 2.925], [-2.777, 4.795, 0.050], [-3.873, -1.396, 0.135], [-7.780, -1.401, -0.091], [3.820, 2.173, 1.902], [3.309, 0.795, -2.853], [6.099, 3.718, 2.809], [1.003, -1.198, 5.584], [0.058, 0.840, 2.559], [4.916, 0.908, 0.738], [1.706, 1.589, 4.745], [7.373, 3.112, 0.954], [-1.557, -4.875, -6.271], [-2.019, -3.472, -3.564], [0.585, -2.392, 4.799], [-2.250, -2.260, -7.048], [0.808, 5.062, 3.125], [2.982, 2.226, 4.372], [6.685, 2.391, 1.403], [-1.730, 5.024, 0.248], [-5.037, -2.157, -0.066], [5.115, -0.980, -1.769], [0.869, -3.748, 6.548], [3.265, 4.366, -2.731], [-2.602, -4.558, -6.214], [6.015, 1.688, 0.250], [-3.534, -2.784, -5.456], [-7.795, -1.314, 2.356], [0.481, 2.931, 1.447], [-1.518, -1.710, -4.428], [5.703, 3.108, 2.181], [-3.331, -1.218, -0.795], [-0.075, 1.369, -1.102], [3.497, 3.522, 0.427], [-1.939, 4.407, 2.029], [-2.839, -0.322, 2.871], [2.113, -3.797, 5.273], [5.716, 2.423, -0.500], [-1.322, 6.303, -0.455], [3.013, 1.400, -1.996], [-0.298, 6.549, -0.139], [-1.968, 8.151, -0.440], [-1.469, 0.589, 0.309], [4.158, 5.673, -0.487], [3.353, -1.645, -3.575], [-8.330, -0.391, 2.580], [-1.314, -2.511, 5.768], [4.194, -0.860, -1.359], [-3.142, -5.195, -5.516], [-3.107, -1.883, -7.431], [-1.143, 4.197, -0.161], [-3.400, -1.163, 4.330], [-6.475, -0.172, 1.076], [-0.940, -2.330, -2.218], [0.295, -0.534, -0.171], [-0.117, -3.829, -2.799], [-8.468, -2.162, 2.269], [2.694, 3.155, 3.226], [2.067, -3.590, -4.665]], "lowdin_charge": [0.067, 1.333, 0.172, 0.106, 0.092, -0.476, 0.100, -0.256, 0.082, 0.092, 0.118, 0.096, 0.108, -0.393, -0.178, -0.300, 0.069, 0.139, 0.561, 0.076, -0.245, 0.606, 0.075, 0.089, 0.133, -0.197, 0.140, 0.137, 0.129, 0.154, -0.441, 0.097, -0.312, 0.143, -0.117, 0.092, -0.274, 0.074, -0.175, -0.439, 0.126, -0.683, 0.101, 0.068, 0.141, 0.120, 0.060, -0.048, -0.034, -0.691, -0.111, -0.040, -0.217, 0.086, 0.138, -0.132, 0.054, 0.608, -0.051, 0.134, 0.021, -0.408, -0.100, -0.471, 0.140, 0.079, -0.184, -0.382, 0.039, 2.044, 0.288, -0.159, -0.196, -0.170, 0.106, 0.092, 0.203, -0.052, -0.195, 0.135, -0.069, -0.463, 0.122, -0.065, 0.086, 0.197, -0.323, 0.076, 0.091, 0.093, 0.127, -0.240, 0.050, 0.104, 0.102, 0.159, -0.251, -0.219, 0.076, 0.148, 0.054, 0.075, 0.075, 0.109, 0.111, 0.127, 0.070, 0.180, 0.083, 0.084, -0.587, 0.078]}

Question: Which formula does entry 1 have?
Answer: C22H54O13S7